1.
{
  "formula": "C28H40BrLuN5OS2",
  "method": "ωB97M-V/def2-TZVPD",
  "symbols": ["Lu", "C", "N", "C", "C", "N", "C", "C", "C", "C", "C", "C", "C", "S", "C", "C", "C", "C", "C", "C", "S", "H", "H", "H", "H", "H", "H", "H", "H", "H", "H", "H", "H", "H", "H", "H", "H", "H", "H", "N", "C", "C", "N", "H", "H", "H", "H", "H", "H", "H", "H", "O", "C", "C", "C", "N", "C", "Br", "C", "H", "H", "H", "H", "C", "C", "C", "C", "C", "H", "H", "H", "H", "H", "H", "H", "H", "H", "H"],
  "xyz": [[0.13551, 0.80123, -0.50649], [3.41158, 0.90860, -0.55756], [2.46599, 0.23585, 0.39593], [2.69822, 0.88041, 1.69961], [1.61684, 0.51162, 2.66983], [0.41400, 1.25460, 2.35974], [-0.78636, 0.57552, 2.94336], [0.53222, 2.64631, 2.77867], [0.36139, 3.02648, 4.10619], [0.51636, 4.33849, 4.47132], [0.74746, 5.28288, 3.49911], [1.00076, 4.90326, 2.21165], [0.86630, 3.57707, 1.78330], [1.05551, 3.30587, 0.10520], [2.67944, -1.20336, 0.47967], [3.99145, -1.68429, 0.54422], [4.37468, -3.01009, 0.59233], [3.36265, -3.96102, 0.62262], [2.06563, -3.47482, 0.54759], [1.61797, -2.15244, 0.43229], [-0.08331, -1.84994, 0.36747], [3.67351, 0.22318, -1.40704], [4.35279, 1.20046, -0.07527], [2.92331, 1.78300, -1.01164], [2.74711, 1.98999, 1.53800], [3.64050, 0.49959, 2.12571], [1.89156, 0.68459, 3.72604], [1.34740, -0.55021, 2.55245], [-0.88421, -0.39083, 2.37009], [-1.63202, 1.18090, 2.72168], [-0.57367, 0.40047, 4.00413], [0.07670, 2.32335, 4.90955], [0.24316, 4.65516, 5.45858], [0.69746, 6.30996, 3.76272], [1.08422, 5.65019, 1.43703], [4.80877, -0.95145, 0.59833], [5.42186, -3.23772, 0.63276], [3.58820, -5.02472, 0.63320], [1.30712, -4.23308, 0.70751], [-1.32856, -0.33101, -2.25750], [-0.73442, -1.48092, -2.92320], [0.66511, -1.04299, -3.39397], [1.47362, -0.53782, -2.26673], [-2.10750, -0.67323, -1.70739], [-1.71481, 0.37989, -2.86500], [-1.37128, -1.93057, -3.71169], [-0.62024, -2.18127, -2.10159], [0.56452, -0.24352, -4.12883], [1.16411, -1.88688, -3.89632], [2.13885, 0.15076, -2.56674], [1.99946, -1.28538, -1.86085], [-1.59864, 4.44414, -4.77896], [-0.52425, 3.66835, -4.29713], [0.63435, 3.55220, -5.08381], [1.67295, 2.85009, -4.53903], [1.62599, 2.20021, -3.39995], [0.47531, 2.14613, -2.70328], [-2.41251, 1.67393, -0.11262], [-0.62207, 2.94535, -3.14955], [-1.20847, 4.92392, -5.49213], [0.75492, 3.99464, -6.04280], [2.65686, 2.79099, -5.04238], [-1.47913, 2.94750, -2.51099], [-5.78311, -3.29613, 0.46906], [-4.25322, -3.54494, 0.78584], [-3.80040, -2.57586, 1.84188], [-4.13460, -5.01342, 1.32532], [-3.89446, -3.17627, -0.60972], [-6.00853, -2.24958, 0.25665], [-6.31714, -3.50878, 1.35790], [-6.19903, -3.97013, -0.30110], [-4.25985, -2.79722, 2.83825], [-4.02453, -1.57978, 1.57170], [-2.69425, -2.64313, 1.88564], [-4.76562, -5.05576, 2.19459], [-3.09782, -5.27073, 1.57510], [-4.47903, -5.79129, 0.62701], [-4.15066, -4.02657, -1.21557]],
  "forces_ev_per_a": [[0.324, 0.639, -0.982], [-0.022, -0.784, -1.196], [0.352, 0.243, -0.559], [0.478, 0.319, 0.619], [-0.660, -0.296, 0.230], [-1.480, 0.114, -0.181], [1.785, -0.867, -1.004], [0.175, -0.891, -0.693], [0.034, -0.805, 0.453], [-0.810, 0.178, 0.278], [0.460, -0.063, 0.067], [-0.718, 0.331, -0.447], [-0.021, 0.543, 1.007], [-0.081, -0.560, -0.910], [0.054, -0.639, -0.439], [0.710, 1.001, 0.240], [-0.473, 0.109, 0.043], [0.166, 0.897, -0.451], [-0.546, -1.721, 0.513], [1.437, 0.257, 0.596], [-0.177, 0.506, 0.164], [-0.146, 0.504, 0.957], [-0.211, 0.001, 0.037], [0.244, -0.133, 0.374], [0.031, -1.102, 0.207], [0.154, 0.288, -0.255], [0.266, -0.073, -0.212], [0.319, 0.168, 0.125], [-0.027, 0.838, 0.923], [-0.770, 0.452, 0.223], [-0.586, -0.133, 0.081], [0.216, 0.133, -0.759], [0.126, 0.046, 0.490], [0.167, 0.860, 0.125], [0.322, 0.136, -0.049], [-0.441, -0.156, -0.148], [0.310, -0.253, 0.009], [-0.244, 0.160, 0.192], [-0.316, 0.087, -0.410], [-0.524, -0.164, 0.516], [0.660, 0.509, 0.030], [-0.185, -0.444, -0.313], [-0.927, -0.257, 0.024], [-0.241, 0.151, 0.215], [0.162, 0.076, -0.241], [0.469, 0.285, 0.138], [0.100, -0.511, -0.232], [0.026, 0.076, 0.043], [-0.056, 0.163, 0.071], [0.039, 0.609, -0.619], [0.191, -0.587, 0.297], [0.706, -1.076, 1.215], [-0.699, 0.365, -1.405], [-0.397, 0.120, 0.795], [1.279, 0.075, -0.796], [0.200, -1.079, 0.842], [-0.755, 0.303, 0.883], [-0.215, -0.022, 0.305], [0.885, -0.692, 0.573], [0.071, 0.694, -0.878], [-0.109, 0.507, -0.651], [-0.607, 0.170, -0.038], [-0.640, 0.272, 0.062], [0.056, 0.257, -1.107], [-0.361, -0.935, -0.846], [0.927, -0.883, 0.956], [0.328, 0.394, -1.068], [-0.090, 0.615, 1.444], [0.128, -0.115, -0.305], [-0.351, -0.383, 1.176], [0.254, 0.402, 0.174], [0.459, 0.105, -0.698], [-0.311, 1.179, -0.353], [-0.526, 0.061, 0.356], [-0.090, -0.237, 0.626], [-0.221, 0.246, 0.126], [-0.031, 0.418, -0.050], [-0.004, -0.999, -0.521]],
  "charge": -1,
  "e_above_lowest_kj_mol": 177.53
}

***

2.
{
  "formula": "C6H10O2",
  "method": "ωB97M-V/def2-TZVPD",
  "symbols": ["C", "C", "O", "C", "C", "O", "C", "C", "H", "H", "H", "H", "H", "H", "H", "H", "H", "H"],
  "xyz": [[-0.72338, -0.68336, -1.11975], [-0.60451, 0.65672, -1.48987], [0.09636, 1.85047, -1.18240], [0.86523, 1.95414, 0.10763], [0.33169, 0.74601, 0.76921], [0.68023, -0.09366, 1.78936], [-0.18967, -1.19833, 1.46055], [-0.13073, -1.55792, -0.05884], [-1.08082, -1.26218, -2.01598], [-1.11128, 0.93342, -2.39255], [0.46162, 2.90683, 0.36333], [1.96529, 2.07039, -0.26271], [-0.75337, 0.87178, 0.80732], [0.70826, 0.19521, -0.08588], [0.18857, -2.14093, 1.97714], [-1.23191, -1.00930, 1.80155], [-0.53063, -2.58668, -0.24002], [1.05906, -1.65259, -0.22809]],
  "forces_ev_per_a": [[0.095, 1.646, -2.289], [0.650, -0.828, -0.392], [-0.681, -1.925, 0.784], [1.103, 1.974, -2.003], [0.720, 0.212, -1.293], [0.120, -0.856, 1.630], [0.309, -2.026, 0.361], [2.303, -1.082, 0.026], [-0.340, 0.655, 1.145], [-0.252, -0.149, -0.452], [0.341, 0.879, 1.096], [-1.754, -0.638, 1.297], [0.028, 0.179, -0.316], [-0.707, -0.359, 0.234], [-0.403, 1.444, -0.293], [0.571, 0.146, -0.195], [0.288, 0.737, 0.534], [-2.392, -0.010, 0.125]],
  "smiles": "C1=C\\OCCOCC/1",
  "e_above_lowest_kj_mol": 512.56
}

***

3.
{
  "formula": "C2H7NO2S2",
  "method": "ωB97M-V/def2-TZVPD",
  "symbols": ["C", "C", "N", "O", "O", "S", "S", "H", "H", "H", "H", "H", "H", "H"],
  "xyz": [[0.42544, -1.34422, 0.87702], [0.48445, -0.19098, -0.12180], [0.50614, 1.18856, 0.75910], [-0.98465, -0.94439, -2.24620], [-0.87482, 1.48249, -1.51481], [-1.04824, -1.12907, 1.91192], [-1.14054, -0.13319, -1.04539], [1.42358, -1.25476, 1.47006], [0.17919, -2.36223, 0.35665], [1.30057, -0.27681, -0.81665], [1.45692, 1.32109, 0.81227], [0.09870, 1.90317, 0.02799], [-1.03182, 1.41082, -2.43744], [-0.79493, 0.32952, 1.96727]],
  "forces_ev_per_a": [[0.488, -0.797, -0.197], [-1.677, 1.854, 1.987], [-3.321, -1.499, -4.075], [0.239, -0.192, -0.270], [-0.122, -0.791, 1.122], [0.523, 2.157, 0.665], [0.630, 0.809, 0.523], [-1.754, -0.897, -0.902], [1.290, 1.738, 0.849], [0.278, 0.190, -0.468], [2.723, 0.932, 0.381], [1.418, -1.475, 2.064], [-0.223, 0.309, -1.776], [-0.493, -2.338, 0.096]],
  "e_above_lowest_kj_mol": 276.84
}

***

Table of frontier orbital gap (eV), in record order: 6.21 9.51 9.37
Table of HOMO level (eV), in record order: -4.074 -8.547 -8.752
Table of E (Ha), in record order: -6045.95837 -384.90717 -1081.93160